(1)
Here is a molecular structure, C39H30N2O4P2Pd from the Open Molecules 2025 dataset. Energies are from ωB97M-V with the def2-TZVPD basis set.

Calculated values
**Energy relative to the best compared isomer or geometry (same formula, charge and spin)**: 15.4 kcal per mole
**HOMO (alpha / beta)**: -7.6 / -8.1 eV
**2S+1**: 3
**Net charge**: 0
**Expectation value of S²**: 2.01
**Maximum force**: 0.02486 hartree/bohr
**E_LUMO (alpha / beta)**: -0.109 / -1.449 eV
**Orbital gap (alpha / beta)**: 7.520 / 6.661 eV
**Molar mass**: 759.05 g mol⁻¹

The geometry in XYZ format:
```
78
C39H30N2O4P2Pd | the Open Molecules 2025 dataset | ωB97M-V with the def2-TZVPD basis set
C 0.65130 2.51092 -4.88452
C 1.66559 2.96768 4.34501
C 0.98662 -2.11375 -2.57612
H -4.65216 4.67457 -2.37033
C 1.57953 4.38834 2.44036
H -0.10714 1.50116 1.91009
C -2.71985 1.57374 -1.14386
C -2.88479 2.67190 -0.30144
H 2.59244 4.89069 4.27862
C -4.11868 3.79955 -2.02242
O 1.85677 1.63854 6.22125
C 0.25665 0.42229 -3.76027
H -3.69397 4.63823 -0.08927
H 0.43100 -5.44114 -2.86712
H 0.98127 3.54049 -4.84720
H -0.67471 0.23222 -7.01304
O 2.82093 3.55933 6.25282
C -1.84882 -1.61763 1.44018
N -1.44675 -0.79003 -1.93676
O 0.36384 2.73894 -0.51548
C -3.97920 -0.67702 0.77793
N 2.13384 2.71132 5.71979
Pd 0.53495 0.62875 -0.26007
C 0.48662 3.72940 0.29723
H -2.44008 2.67498 0.68785
H -1.91903 -3.08543 2.99666
C 2.33257 -4.48232 -3.12385
H -4.34810 2.73779 -3.87187
C 0.84558 3.42353 1.75248
H 2.26812 -4.24436 1.65428
H 2.85462 -0.69374 3.95569
C 1.93897 -1.58798 1.63109
H 3.77535 -2.04288 5.81224
C 0.50035 2.24577 2.41153
H 4.09006 -3.25951 -3.29824
C 2.50116 -2.38103 2.68499
C -3.58715 3.78011 -0.73871
H -4.54946 0.01228 0.16714
C -3.87570 -2.35153 2.49914
H -3.07937 0.76238 -3.10089
H 1.81432 5.30978 1.92627
C -2.49447 -2.42034 2.36654
H 3.94858 -4.50154 5.58727
C 1.47166 -0.87397 0.76458
C 2.00441 4.16512 3.73725
H -0.76225 -3.36881 -2.37279
H 0.65793 1.08341 4.22346
H 2.85684 -5.40494 -3.33538
P 0.22400 -0.52415 -2.22199
P -1.69359 0.21548 -0.57465
C -3.24236 1.59884 -2.43318
C 0.97190 -4.50407 -2.86060
C 3.12110 -4.52533 3.60691
C -3.94657 2.71328 -2.86716
C -0.24492 -0.11908 -4.94589
C 3.54643 -3.90862 4.77592
C 2.60081 -3.76995 2.56870
H -5.69046 -1.42243 1.82843
C 3.45158 -2.52911 4.90110
H 1.03126 2.18972 -2.80055
C 0.16091 1.96919 -6.05998
H -0.76518 -1.63583 1.35325
C 0.29913 -3.32217 -2.58247
C 3.02570 -3.27856 -3.10583
H 2.90521 -1.16323 -2.80085
C 2.35790 -2.09873 -2.82912
H 3.19499 -5.60070 3.50496
C -2.59467 -0.75316 0.63642
C 0.90815 2.00100 3.71250
C -4.61621 -1.47969 1.71194
O 0.35706 4.90410 -0.01166
H -4.37724 -2.97397 3.22898
H -1.87056 -1.70708 -1.96423
C 2.93525 -1.76935 3.86481
C 0.69823 1.73920 -3.72779
C -0.29028 0.65159 -6.09229
H -0.59505 -1.14547 -4.97043
H 0.11727 2.57306 -6.95733
```

---

(2)
Here is 2 unconnected molecules or ions with the total composition C32H29FNO6S from the Open Molecules 2025 dataset. Energies are from ωB97M-V with the def2-TZVPD basis set.

Calculated values
**Energy relative to the best compared isomer or geometry (same formula, charge and spin)**: 0.0 kcal per mole
**HOMO**: -3.0 eV
**2S+1**: 1
**Net charge**: -1
**Maximum force**: 0.07480 hartree/bohr
**E_LUMO**: 1.756 eV
**Orbital gap**: 4.764 eV
**Molar mass**: 574.65 g mol⁻¹

The geometry in XYZ format:
```
70
C32H29FNO6S | the Open Molecules 2025 dataset | ωB97M-V with the def2-TZVPD basis set
H -2.10683 -4.61117 2.78081
H 6.33735 -4.11383 -1.34725
H -6.16747 -3.17241 -1.05357
H 5.35469 -0.34990 -3.29948
C -0.76881 -0.89698 -0.63341
S 1.48577 3.08633 0.05135
C 2.71459 -0.27273 -2.20077
O 1.25990 1.66098 0.19444
H -2.19230 -0.72183 -2.24705
H 1.37641 2.74148 4.97376
H 3.20498 4.95168 -1.36765
O 2.54253 3.77055 0.75670
C 1.60678 -0.84271 -1.35783
H 0.09297 0.37593 -2.15469
C 4.35508 -3.33367 -0.95038
O -0.74293 5.57516 2.10075
H -4.03229 -2.53491 -2.37891
C 1.63776 4.33080 -4.32770
N -3.81779 -2.98662 1.34774
C 5.62889 -3.30150 -1.53318
H -4.75271 -4.24093 -0.92851
C -5.16450 -3.05074 0.81226
C -3.03446 -1.83433 -0.62217
H -4.87167 -1.26481 -1.50612
C -0.15420 3.94115 4.03265
O 1.46141 -2.91853 -0.01589
O 0.23866 3.58964 2.69027
H 0.03441 2.88773 -4.59688
C -1.30347 -2.61121 2.71462
C -4.27910 -2.17921 -1.37149
C 3.85914 -1.20356 -2.01198
C -0.03664 4.00144 0.42179
H 3.21991 5.69614 -3.74052
H -0.10684 2.96794 5.91500
C 0.71014 3.38115 -3.89736
C 1.60624 3.53377 -1.68012
H 4.03014 -4.16226 -0.32202
C 0.62529 3.05812 -2.54184
H -5.66696 -3.90102 1.29381
H -0.20204 2.46224 -2.16313
C 3.48956 -2.26995 -1.17656
H 0.32436 4.88062 4.33549
H 7.00407 -2.21144 -2.81439
C -5.13892 -3.23900 -0.69115
H -1.24346 4.07924 4.05427
C -1.59586 -2.04157 1.36382
F -0.26999 4.96852 -0.47936
H 0.27544 -1.04119 1.26720
C 6.00528 -2.22346 -2.36916
C 2.52463 4.50899 -2.08909
H -1.23477 -1.78623 3.43919
C -0.22610 4.50700 1.79552
C -0.62165 -1.30827 0.71211
C -3.75000 -3.23333 2.77751
C 0.28604 2.80602 4.91235
C -2.03276 -1.09711 -1.23098
C 5.10595 -1.17873 -2.63404
C 0.34056 -0.35016 -1.38662
H -2.31616 -3.69778 4.28523
H -4.08643 -2.34216 3.34776
C 2.52378 4.91792 -3.42240
H -0.32172 -3.10615 2.69653
H -4.44484 -4.05729 2.99688
C -2.34627 -3.62293 3.19533
H 1.66020 4.62104 -5.37837
H -0.07788 1.85195 4.52301
H -5.73889 -2.13973 1.08355
O 2.67613 0.70917 -2.93347
C -2.83233 -2.29380 0.70742
C 2.08002 -2.11753 -0.72361
```

---

(3)
Here is 4 unconnected molecules or ions with the total composition H9O4 from the Open Molecules 2025 dataset. Energies are from ωB97M-V with the def2-TZVPD basis set.

Calculated values
**Energy relative to the best compared isomer or geometry (same formula, charge and spin)**: 29.0 kcal per mole
**HOMO (alpha / beta)**: -20.4 / -20.4 eV
**2S+1**: 2
**Net charge**: +2
**Expectation value of S²**: 0.76
**Maximum force**: 0.03823 hartree/bohr
**E_LUMO (alpha / beta)**: -8.746 / -16.638 eV
**Orbital gap (alpha / beta)**: 11.615 / 3.721 eV
**Molar mass**: 73.07 g mol⁻¹

The geometry in XYZ format:
```
13
H9O4 | the Open Molecules 2025 dataset | ωB97M-V with the def2-TZVPD basis set
H -0.10105 -2.21651 -1.69089
H 0.91397 0.13828 -0.59049
H -0.60819 0.25400 -0.05997
H 0.54113 -1.35953 -2.81484
H -2.43469 -0.98939 0.32792
O 0.30866 0.66331 -0.04915
O 1.33976 1.44468 2.09441
H 1.19508 1.28520 3.03564
H -2.49040 -0.32399 -1.02509
H 0.80743 0.95380 0.81812
O -1.83452 -0.67660 -0.38857
O 0.42070 -1.36391 -1.80904
H 1.94214 2.19067 2.15197
```

---

(4)
Here is 2 unconnected molecules or ions with the total composition C30H26FO8S3 from the Open Molecules 2025 dataset. Energies are from ωB97M-V with the def2-TZVPD basis set.

Calculated values
**Energy relative to the best compared isomer or geometry (same formula, charge and spin)**: 0.0 kcal per mole
**HOMO**: -4.3 eV
**2S+1**: 1
**Net charge**: -1
**Maximum force**: 0.04888 hartree/bohr
**E_LUMO**: 2.654 eV
**Orbital gap**: 6.928 eV
**Molar mass**: 629.73 g mol⁻¹

The geometry in XYZ format:
```
68
C30H26FO8S3 | the Open Molecules 2025 dataset | ωB97M-V with the def2-TZVPD basis set
C 2.52440 -2.23964 5.34502
H 2.94414 0.63144 -1.41205
H 3.46758 -0.71823 6.57907
H 5.36095 2.32616 1.68613
C -1.29145 3.31351 1.11299
C -5.45601 0.99165 -4.14698
H -5.85730 0.63212 -5.09540
C -1.14827 0.92889 -0.93304
C -0.09374 -0.12192 -0.90145
C -6.30299 1.47095 -3.14454
O 2.92859 -0.80141 1.03931
C 0.84717 2.08145 0.54633
H 0.77199 6.39426 2.24628
C 3.81387 1.22305 -1.12936
H 6.41843 2.96370 -2.44894
H -1.73003 6.40188 2.48739
C -5.76131 1.93459 -1.94159
F -2.21182 0.61049 -0.15472
C 0.18220 5.52592 1.94006
C 4.08097 1.41197 0.22236
H 2.43286 1.17293 5.33575
C 1.49333 1.34580 1.49532
H -3.40923 0.57677 -4.70177
O 1.02126 2.44667 3.84667
O 3.73787 0.90237 2.69472
C 0.10424 3.27358 1.01457
H 6.87078 3.33381 -0.01540
O -1.37535 0.31853 -3.51617
H 2.87327 0.17259 -3.68313
S 0.65222 1.26956 3.09953
H -1.83842 2.43279 0.79495
O -1.19096 2.74150 -2.84180
H 0.48006 -1.57466 2.68157
C 2.80073 -0.92698 5.74091
C 1.69787 -2.48291 4.24037
H 1.96255 -1.59088 -2.09996
H 1.49472 -3.50151 3.90792
S 3.08337 0.57910 1.44182
C 1.40112 -0.11637 3.96257
C -1.94266 4.41290 1.66481
H -6.43271 2.31393 -1.16449
H 1.92094 4.32288 1.42709
H 4.42166 1.63871 -3.15304
O -0.08030 -1.05512 -0.11922
C 5.75798 2.53878 -1.69454
H -7.38202 1.50015 -3.30998
S -1.72053 1.41271 -2.62339
C -4.37064 1.92466 -1.73737
H 2.27083 -1.21241 -4.59779
C 6.01342 2.74318 -0.33558
H -3.96118 2.29657 -0.80210
C 1.29816 -0.96303 -2.70816
O 0.86065 0.16260 -1.86502
C 4.64557 1.78990 -2.09519
C -3.52527 1.43265 -2.73803
C 0.83070 4.39684 1.45608
H 2.95709 -3.07438 5.89930
C 2.22782 0.14163 5.05678
C 1.97576 -0.39485 -3.92776
H 0.40176 -1.51267 -3.00207
H 1.04820 1.94365 -0.51251
C -4.07406 0.96729 -3.93870
C 5.17499 2.18242 0.62656
C -1.20919 5.53277 2.07184
C 1.12234 -1.41755 3.54785
H 1.27876 0.27057 -4.45281
H -3.02926 4.37024 1.78256
O -0.73080 0.91915 2.86454
```

---

(5)
Here is 2 unconnected molecules or ions with the total composition CH14NSi4 from the Open Molecules 2025 dataset. Energies are from ωB97M-V with the def2-TZVPD basis set.

Calculated values
**Energy relative to the best compared isomer or geometry (same formula, charge and spin)**: 77.3 kcal per mole
**HOMO**: -13.5 eV
**2S+1**: 1
**Net charge**: +1
**Maximum force**: 0.05232 hartree/bohr
**E_LUMO**: -5.996 eV
**Orbital gap**: 7.503 eV
**Molar mass**: 152.47 g mol⁻¹

The geometry in XYZ format:
```
20
CH14NSi4 | the Open Molecules 2025 dataset | ωB97M-V with the def2-TZVPD basis set
C 0.13598 -0.62287 0.24066
H -2.45280 -1.43143 0.94165
H 1.36168 -2.76282 -0.30739
H -2.04621 -1.56220 -1.20067
H 0.40828 -0.77556 1.22800
Si 1.92411 2.39373 0.12731
H 0.55898 -3.61435 1.02920
Si -2.31404 1.52217 0.13856
H -0.14950 -3.31580 -0.50610
Si 1.45465 0.09817 -0.72743
H -0.94055 2.15536 -0.05008
H 1.44872 3.33202 -1.04382
Si -1.74587 -0.73415 -0.02154
H 2.73112 -0.64120 -0.65494
H -2.95560 1.70254 1.45925
H 1.01505 0.42733 -2.01523
H 3.23568 1.90517 0.41799
N 0.51315 -3.00699 0.18949
H -3.42327 1.92742 -0.66398
H 1.24045 3.00345 1.41905
```